(1)
A structure of composition C36H40O3P2STc, computed with the ωB97M-V functional and the def2-TZVPD basis.

Its net charge is +2. As for the expectation value of S²: 3.794. As for the gap between HOMO and LUMO (alpha / beta): 5.361 / 5.027 eV. The multiplicity is 4. For the HOMO energy (alpha / beta), the calculation gives -13.0 / -13.5 eV. The value obtained for the LUMO energy (alpha / beta) is -7.59 / -8.51 eV.

Each line ends with the Mulliken spin population.
Geometry (Å):
Tc  -0.574  0.111  -0.977  1.860
S  -0.886  -0.376  1.760  0.002
P  -5.061  1.802  -6.664  0.259
P  -4.661  -0.810  -7.684  0.286
O  -1.616  -1.421  2.411  -0.004
O  -1.678  0.552  0.845  0.008
O  0.233  -0.812  0.828  0.006
C  -0.076  0.652  2.971  0.003
C  -3.261  -1.914  -7.291  0.035
C  -8.247  4.745  -8.374  0.009
C  -3.872  1.715  -8.014  0.008
C  -3.459  4.575  -4.017  -0.009
C  0.914  -0.792  -2.100  -0.048
C  -4.103  2.676  -5.374  0.053
C  0.058  2.144  -1.466  -0.231
C  -3.174  1.871  -4.691  0.021
C  -5.090  -2.981  -9.550  0.023
C  -5.490  -1.716  -9.103  0.081
C  -1.966  -1.673  -7.762  0.017
C  -4.254  4.030  -5.034  0.028
C  0.519  1.090  -3.739  0.000
C  -7.607  2.955  -6.875  0.027
C  0.463  2.372  -2.915  0.024
C  -1.246  -3.784  -6.813  0.021
C  -1.586  -1.716  -1.105  -0.001
C  2.292  -0.153  -1.920  0.037
C  -6.689  -2.913  -11.366  0.033
C  -7.126  -1.658  -10.915  -0.014
C  -6.533  -1.062  -9.794  0.029
C  -5.999  3.847  -8.440  0.018
C  0.008  -0.146  -3.008  -0.039
C  -2.519  -3.974  -6.259  -0.005
C  -3.522  -3.033  -6.471  0.032
C  2.316  1.044  -0.962  0.006
C  0.985  1.595  -0.541  0.305
C  -6.965  4.736  -8.915  0.000
C  -2.501  2.394  -3.602  -0.002
C  -3.804  0.491  -8.607  -0.013
C  -0.968  -2.624  -7.545  -0.008
C  -2.587  3.756  -3.288  0.025
C  -5.666  -3.576  -10.677  -0.012
C  -6.296  2.979  -7.376  0.036
C  -8.578  3.824  -7.374  0.000
H  -5.017  3.818  -8.905  0.000
H  -2.568  -1.724  -0.579  0.009
H  -1.883  1.717  -3.006  0.003
H  -2.728  -4.870  -5.681  0.000
H  -1.021  -2.511  -0.608  0.015
H  -0.622  2.922  -1.084  0.016
H  -3.320  2.613  -8.288  0.003
H  1.040  2.087  0.439  -0.002
H  -0.747  0.841  3.815  0.001
H  2.964  -0.904  -1.496  -0.001
H  -1.742  -0.763  -8.322  -0.001
H  0.217  1.592  2.498  0.000
H  -5.314  -4.548  -11.028  0.001
H  -0.714  -0.763  -3.556  0.013
H  -7.137  -3.364  -12.249  0.001
H  2.950  1.846  -1.356  0.018
H  2.794  0.699  -0.035  -0.005
H  -1.984  4.187  -2.487  0.002
H  -9.594  3.793  -6.992  0.000
H  -7.861  2.245  -6.095  0.002
H  -0.466  -4.532  -6.674  0.001
H  -4.968  4.656  -5.574  0.004
H  -3.517  5.634  -3.779  0.000
H  -6.850  -0.076  -9.471  0.005
H  2.756  0.136  -2.869  -0.005
H  -4.282  -3.501  -9.036  0.005
H  0.805  0.090  3.297  0.000
H  -2.971  0.848  -5.020  0.013
H  1.557  0.941  -4.056  -0.002
H  0.936  -1.885  -2.007  0.001
H  -1.785  -2.044  -2.133  0.004
H  1.383  2.973  -3.012  -0.003
H  0.023  -2.455  -7.967  0.001
H  -7.924  -1.134  -11.446  0.000
H  -6.703  5.427  -9.724  0.000
H  -0.290  3.018  -3.374  -0.001
H  -3.265  0.227  -9.523  0.004
H  -4.512  -3.169  -6.034  0.000
H  -0.028  1.222  -4.680  -0.002
H  -8.989  5.461  -8.735  0.000

Atomic forces in eV per Å
-3.0 -2.8 3.6
-0.5 0.4 0.9
0.0 1.3 -0.5
0.2 -0.9 -2.0
0.6 0.8 -0.8
0.7 -0.5 -0.4
0.0 0.3 -1.3
0.0 -0.2 -0.1
-0.2 0.0 1.0
0.0 -0.2 0.2
0.2 -1.6 -0.8
0.2 -0.3 0.0
1.2 -0.4 -1.6
0.0 -0.1 0.1
1.7 1.4 0.4
-0.3 0.3 0.0
0.3 -0.2 0.1
-0.5 0.2 0.1
0.0 -0.1 -0.1
0.1 -0.3 0.1
0.2 0.0 -0.6
0.1 0.2 -0.1
-0.4 0.4 -0.4
-0.2 0.3 -0.1
-1.4 -0.7 -0.6
0.4 -0.5 0.3
0.2 0.2 0.5
0.3 0.0 0.2
0.2 -0.4 -0.1
0.0 -0.1 0.1
1.2 -0.5 -0.1
0.2 0.0 -0.1
0.3 0.2 -0.4
0.2 -0.7 1.0
1.2 4.0 -1.3
0.3 0.0 -0.1
0.1 0.1 0.1
-0.1 1.6 0.8
-0.1 -0.1 0.1
-0.6 -0.1 -0.3
-0.2 0.4 0.0
-0.4 -0.2 0.1
0.3 0.1 -0.1
-0.2 0.2 0.1
0.5 0.5 -0.2
-0.2 0.3 -0.2
0.0 0.2 -0.1
0.3 0.3 -0.1
0.1 -0.6 0.3
0.0 -0.3 -0.2
-0.8 -0.9 0.1
0.0 -0.2 -0.3
-0.2 0.0 -0.1
0.0 -0.4 0.2
-0.1 -0.2 0.1
-0.1 0.3 0.2
0.1 0.1 0.4
0.1 0.1 0.2
-0.3 0.2 0.0
0.0 0.2 -0.2
-0.3 -0.1 -0.2
0.2 0.0 0.0
-0.1 0.1 0.0
-0.2 0.2 0.0
0.2 -0.2 0.2
-0.1 -0.2 -0.1
-0.1 0.0 0.0
-0.4 -0.2 0.0
-0.2 0.1 -0.1
-0.2 0.1 0.0
-0.3 0.1 0.2
-0.2 -0.3 0.0
-0.4 0.5 0.1
0.1 0.1 0.1
0.0 -0.5 0.4
-0.2 -0.1 0.2
0.3 -0.2 0.2
-0.1 -0.3 0.3
0.2 -0.1 0.3
-0.1 0.3 0.3
0.2 -0.1 -0.2
-0.1 0.0 0.3
0.2 -0.3 0.1



(2)
A structure of composition C36H41BrCsN6O5P, computed with the ωB97M-V functional and the def2-TZVPD basis.

Its net charge is 0. As for the gap between HOMO and LUMO: 6.906 eV. For the HOMO energy, the calculation gives -7.2 eV. The value obtained for the LUMO energy is -0.29 eV.

Each line ends with the Mulliken charge.
Geometry (Å):
Cs  0.957  -0.584  0.816  1.431
Br  9.259  1.614  -1.308  -0.200
P  -2.769  -0.544  1.614  0.621
O  3.659  -1.172  -0.478  -0.693
O  0.184  0.964  -1.496  -0.774
O  4.505  0.849  0.069  -0.848
O  -1.498  -4.919  2.251  -0.516
O  -0.515  2.075  0.310  -0.711
N  5.411  3.443  -0.701  -0.140
N  -1.412  -3.140  0.918  -0.328
N  7.874  -2.292  -1.031  -0.578
N  3.781  3.973  -2.258  -0.080
N  5.599  5.368  -2.017  -0.454
N  -1.305  4.080  -1.484  -0.527
C  -2.790  -3.022  2.973  -0.383
C  -3.856  3.367  3.705  -0.597
C  -3.936  2.060  1.727  -0.512
C  1.888  2.747  -3.244  -1.315
C  -0.467  -4.070  -1.247  0.444
C  -4.015  -3.238  5.064  -0.769
C  6.614  -2.082  -0.629  -0.240
C  -5.960  -1.751  -0.641  -0.503
C  -1.865  -3.654  2.007  0.605
C  -3.731  -0.132  -0.876  -0.470
C  -0.428  -4.125  0.303  -0.124
C  -4.191  -1.191  3.792  -0.133
C  -1.812  -3.781  -1.873  -1.357
C  -3.248  -3.786  4.055  -0.822
C  8.668  -1.261  -1.331  -0.118
C  -4.468  -1.919  4.949  -0.741
C  -3.127  1.066  2.351  0.531
C  0.007  3.456  -1.500  0.484
C  -5.154  -1.569  0.523  -0.664
C  -3.289  -1.733  2.860  0.475
C  3.021  2.732  -2.245  -0.368
C  6.920  0.283  -0.850  0.407
C  0.721  3.683  -2.881  -0.868
C  -4.538  -0.422  -1.989  -0.419
C  -4.206  3.195  2.399  -0.385
C  0.540  -2.989  -1.834  -1.249
C  8.218  0.059  -1.248  0.069
C  -2.973  2.478  4.316  -0.745
C  -4.009  -0.748  0.345  0.448
C  4.618  -0.351  -0.362  0.328
C  -5.652  -1.204  -1.892  -0.760
C  -2.650  1.317  3.656  -0.111
C  -0.092  2.021  -0.887  0.133
C  4.934  4.221  -1.639  0.546
C  -0.788  -5.418  0.973  -0.476
C  6.042  -0.809  -0.663  0.193
H  5.459  5.808  -2.949  0.219
H  -2.609  2.653  5.295  0.484
H  1.521  1.730  -3.229  0.309
H  -2.861  -4.801  4.196  0.376
H  2.622  2.507  -1.265  0.401
H  1.545  -2.996  -1.290  0.233
H  2.296  2.958  -4.210  0.553
H  -4.411  1.882  0.781  0.391
H  0.761  -3.243  -2.886  0.396
H  0.960  4.747  -3.056  0.428
H  0.036  -6.081  1.238  0.290
H  -0.025  3.521  -3.691  0.450
H  6.348  5.767  -1.400  0.208
H  6.196  3.792  -0.117  0.244
H  3.266  4.729  -2.741  0.309
H  6.627  1.348  -0.908  -0.120
H  -1.780  -3.820  -2.983  0.415
H  -5.405  -2.046  1.458  0.393
H  -4.281  4.195  4.241  0.385
H  -4.806  3.977  1.833  0.279
H  0.668  3.957  -0.719  0.007
H  0.564  -3.764  0.706  0.422
H  -4.684  -0.238  3.602  0.664
H  5.037  2.528  -0.402  0.161
H  -5.036  -1.497  5.769  0.435
H  -4.120  -3.809  5.950  0.427
H  -6.208  -1.544  -2.762  0.364
H  9.663  -1.501  -1.755  0.343
H  -0.094  -5.087  -1.625  0.230
H  -2.169  -2.778  -1.537  0.156
H  -1.651  4.733  -2.176  0.161
H  -2.866  0.526  -0.943  0.554
H  -6.904  -2.304  -0.476  0.326
H  3.720  1.878  -2.417  0.290
H  6.024  -2.975  -0.317  0.384
H  0.103  -2.007  -1.809  0.124
H  -2.625  -4.441  -1.471  0.323
H  -1.519  -5.928  0.314  0.329
H  -1.904  0.640  4.053  0.359
H  -1.890  3.892  -0.686  0.185
H  -4.246  -0.054  -2.983  0.380

Atomic forces in eV per Å
0.0 0.2 0.0
0.9 0.2 -0.4
1.9 0.2 -0.6
1.5 0.8 0.0
0.3 0.4 -0.6
0.1 -0.5 -0.7
0.9 -1.9 -0.8
0.4 -0.1 -0.7
1.5 0.2 1.4
0.2 -0.2 0.3
0.2 0.2 0.3
-0.5 0.7 -0.7
0.7 0.6 0.5
-0.2 -0.2 -0.3
-0.5 -0.7 0.5
0.6 0.4 0.9
1.4 -2.7 0.2
-0.1 0.1 1.1
2.0 -0.4 -0.8
0.5 1.0 -0.8
-0.5 -0.1 -0.4
-0.5 -0.3 1.7
0.6 0.4 -2.0
-0.7 -0.5 -0.4
0.0 2.0 0.7
-0.2 -1.4 0.7
-1.6 0.2 0.8
0.9 -0.6 0.2
0.3 -0.1 -0.8
-0.2 -0.3 -0.1
-1.4 0.9 0.4
1.4 1.0 0.2
0.2 0.9 -2.8
-0.7 1.4 0.1
0.7 -1.5 0.5
-0.3 -0.1 -1.3
-1.2 -0.5 -0.7
1.3 1.1 -0.6
-1.9 2.3 -1.1
1.0 -1.7 0.8
-0.4 -0.8 1.1
-1.0 -0.1 -0.6
-0.9 -0.5 0.1
-1.8 -0.6 0.9
-0.3 -1.3 1.0
0.9 0.1 -1.6
-1.0 0.1 1.0
-0.7 1.4 -1.1
-1.5 0.6 0.6
0.5 1.7 0.5
0.0 -0.8 1.5
0.2 0.2 0.8
-0.3 -0.2 -0.1
-0.2 0.4 -0.2
-0.1 0.2 0.5
-1.3 0.1 -0.7
0.1 0.3 -0.9
0.2 -0.1 -0.4
-0.2 0.2 0.4
0.2 -0.1 0.6
-0.2 0.2 0.2
0.2 -0.1 0.5
-1.2 -0.8 -1.2
-0.7 -0.5 -1.0
1.1 -0.5 0.5
-0.3 -1.2 0.5
0.0 -0.1 0.7
0.0 0.0 0.0
0.3 0.4 0.2
0.6 -0.9 1.1
-0.5 -0.3 -0.7
-0.6 -0.5 -0.7
0.4 -0.3 0.2
-0.6 -0.3 0.0
-0.2 0.1 -0.1
-0.5 -0.4 0.7
-0.1 0.4 0.1
-0.6 0.2 0.5
-0.4 1.2 0.6
0.4 -0.5 -0.5
0.5 -0.4 0.3
0.0 -0.2 -0.2
0.7 0.1 -0.4
-0.4 0.6 -0.2
0.5 0.8 -0.4
-0.2 0.5 0.1
0.7 0.2 -0.6
0.1 -0.1 0.8
-0.2 -0.2 0.3
0.2 0.0 -0.1
-0.1 0.1 0.5



| no. | energy (hartree) | strongest force on any atom (Eh/bohr) |
| --- | --- | --- |
| 1 | -2782.4692 | 0.1057 |
| 2 | -5036.6767 | 0.0625 |